Record 1
C15H29N2OPSiV | ωB97M-V with the def2-TZVPD basis set

Element x y z (Å)
V1 0.650 0.201 -0.403
Si1 -0.394 -2.100 -0.111
P1 -1.853 0.312 -0.935
N1 0.488 0.788 1.193
H1 0.509 -1.308 -0.961
C1 -2.065 2.060 -1.405
H2 -3.135 2.322 -1.401
H3 -1.635 2.254 -2.397
H4 -1.536 2.688 -0.673
C2 -2.629 -0.556 -2.365
H5 -3.633 -0.143 -2.556
H6 -2.720 -1.632 -2.160
H7 -2.012 -0.419 -3.265
C3 -3.123 0.217 0.399
H8 -4.085 0.628 0.046
H9 -2.779 0.808 1.261
H10 -3.278 -0.817 0.733
C4 0.012 -3.419 -1.381
H11 1.086 -3.469 -1.586
H12 -0.534 -3.247 -2.314
H13 -0.335 -4.334 -0.902
H14 0.153 -2.421 1.199
H15 -1.830 -2.218 0.002
C5 0.020 1.086 2.412
C6 -0.176 2.744 4.203
C7 0.294 2.386 2.947
C8 -0.780 0.183 3.200
C9 -1.268 0.595 4.445
C10 -0.967 1.860 4.943
H16 0.093 3.722 4.600
H17 0.903 3.068 2.328
H18 -0.979 -0.829 2.806
H19 -1.875 -0.105 5.024
H20 -1.346 2.156 5.914
C11 1.349 0.915 -2.849
O1 0.623 1.613 -2.070
C12 2.810 0.807 -2.583
H21 3.247 -0.049 -3.085
H22 3.182 0.795 -1.549
H23 3.201 1.695 -3.068
C13 0.750 -0.135 -3.771
H24 0.089 0.370 -4.487
H25 0.224 -1.025 -3.370
H26 1.571 -0.551 -4.359
C14 4.379 -1.296 1.607
C15 3.120 -1.133 0.953
N2 2.085 -1.058 0.433
H27 5.105 -0.555 1.246
H28 4.783 -2.303 1.421
H29 4.241 -1.151 2.691

Results
Expectation value of S²: 0.951
Charge: 0
F_max (eV/Å): 4.09
Frontier orbital gap (alpha / beta) (eV): 5.62 / 5.85
Spin multiplicity: 2
Lowest unoccupied orbital energy (alpha / beta) (Ha): 0.0094 / 0.0117

=====

Record 2
C15H29N5O3PSSiSn | ωB97M-V with the def2-TZVPD basis set

Element x y z (Å)
Sn1 -0.782 0.171 1.373
C1 -5.434 1.516 -1.929
C2 -4.700 2.132 -0.800
N1 -5.176 2.988 0.043
N2 -4.142 3.255 0.887
C3 -3.034 2.586 0.594
S1 -1.517 2.713 1.354
N3 -3.380 1.854 -0.496
N4 -2.475 1.026 -1.150
H1 -6.437 1.931 -1.962
H2 -5.506 0.434 -1.799
H3 -4.933 1.718 -2.876
H4 -4.262 3.908 1.645
H5 -2.839 0.085 -1.237
H6 -2.232 1.401 -2.062
C4 1.282 -1.734 -3.592
O1 0.690 -1.115 -2.433
P1 -0.614 -1.705 -1.715
O2 -0.311 -3.276 -1.502
C5 0.104 -3.713 -0.196
O3 -1.578 -1.816 -3.031
C6 -2.737 -2.651 -2.997
H7 2.231 -1.234 -3.757
H8 0.637 -1.600 -4.458
H9 1.445 -2.796 -3.412
H10 0.283 -4.781 -0.269
H11 -0.686 -3.527 0.534
H12 1.022 -3.211 0.112
H13 -3.056 -2.795 -4.025
H14 -3.549 -2.173 -2.438
H15 -2.511 -3.617 -2.547
C7 1.146 2.938 3.527
Si1 2.063 2.068 2.148
C8 2.240 3.204 0.673
C9 3.737 1.505 2.747
N5 1.148 0.613 1.669
C10 1.958 -0.550 1.403
C11 2.220 -1.477 2.411
C12 3.024 -2.580 2.155
C13 3.575 -2.765 0.893
C14 3.306 -1.849 -0.115
C15 2.494 -0.751 0.133
H16 1.701 3.829 3.831
H17 1.061 2.287 4.400
H18 0.144 3.273 3.257
H19 2.764 4.122 0.950
H20 1.267 3.487 0.265
H21 2.812 2.724 -0.125
H22 4.352 2.383 2.961
H23 4.263 0.904 2.004
H24 3.663 0.915 3.663
H25 1.807 -1.314 3.400
H26 3.228 -3.288 2.947
H27 4.210 -3.619 0.696
H28 3.729 -1.996 -1.101
H29 2.284 -0.036 -0.650

Results
Charge: +1
F_max (eV/Å): 0.41
Frontier orbital gap (eV): 8.14
Lowest unoccupied orbital energy (Ha): -0.1130

=====

Record 3
C15H29NO2 | ωB97M-V with the def2-TZVPD basis set

Element x y z (Å)
C1 -5.420 -2.179 -1.044
C2 -4.658 -0.824 -0.972
C3 -3.321 -0.819 -0.253
C4 -2.760 0.425 -0.109
H1 -2.617 0.693 -1.229
H2 -3.541 1.052 0.498
C5 -1.565 0.269 0.830
C6 -1.723 0.335 2.055
C7 -0.525 -0.081 2.877
H3 0.389 0.533 2.780
H4 -0.219 -0.911 2.707
H5 -0.801 -0.010 3.934
H6 -2.480 -0.585 2.256
H7 -2.023 1.378 2.567
H8 -0.932 -0.502 0.199
C8 -0.697 1.604 0.424
O1 -0.603 1.759 -1.031
C9 0.579 1.500 -1.528
H9 0.938 2.308 -2.522
H10 0.601 0.547 -1.800
C10 1.511 1.750 -0.512
C11 2.701 0.981 -0.288
N1 2.540 -0.360 -0.816
C12 2.000 -1.278 0.379
C13 3.304 -1.755 0.661
H11 3.609 -1.364 1.815
H12 3.154 -3.156 1.156
C14 4.473 -1.590 -0.155
H13 4.861 -2.725 -0.238
H14 5.217 -1.081 0.305
C15 3.727 -1.074 -1.412
H15 3.325 -2.031 -2.117
H16 4.379 -0.497 -1.948
H17 1.448 -2.255 -0.271
H18 1.400 -0.823 0.885
H19 3.321 1.141 0.591
H20 3.530 1.347 -1.337
H21 1.862 2.833 -0.087
O2 0.702 1.503 0.701
H22 -1.164 2.650 0.903
H23 -3.574 -1.427 0.918
H24 -2.951 -1.506 -0.534
H25 -5.580 -0.192 -0.391
H26 -4.691 -0.515 -1.927
H27 -5.772 -2.563 -0.228
H28 -4.668 -2.916 -1.701
H29 -6.332 -2.198 -1.618

Results
Charge: 0
F_max (eV/Å): 19.94
Frontier orbital gap (eV): 9.28
ΔE to the lowest compared entry with this formula, charge and spin (kcal/mol): 405.35
Lowest unoccupied orbital energy (Ha): 0.0265

=====

Record 4
C15H30BBeCaCl6FN3O8 | ωB97M-V with the def2-TZVPD basis set

Element x y z (Å)
O1 -1.016 -1.746 5.154
O2 -0.259 -2.600 4.292
C1 -0.658 -2.302 2.929
B1 0.441 -1.443 2.177
Cl1 0.044 -0.342 0.929
H1 -1.521 -2.357 5.709
H2 -0.729 -3.276 2.421
H3 -1.667 -1.885 2.900
H4 1.583 -1.578 2.492
Cl2 -1.218 -0.375 -1.733
O3 0.669 1.185 4.504
H5 0.430 0.230 4.447
H6 -0.047 1.598 3.978
C2 1.402 4.856 6.235
O4 0.187 4.865 6.321
N1 2.071 3.703 5.900
N2 2.177 5.950 6.455
H7 3.065 3.613 5.810
H8 1.473 2.915 5.743
H9 1.706 6.803 6.698
H10 3.176 5.947 6.384
Be1 0.631 0.914 6.253
C3 1.497 -8.164 -0.635
C4 1.891 -6.711 -0.417
N3 0.888 -5.949 0.314
C5 1.090 -4.502 0.292
C6 2.342 -3.962 0.977
C7 0.508 -6.459 1.579
C8 1.677 -6.625 2.600
H11 0.516 -8.233 -1.106
H12 2.221 -8.646 -1.290
H13 1.474 -8.741 0.295
H14 2.011 -6.233 -1.389
H15 2.880 -6.672 0.066
H16 0.202 -4.026 0.717
H17 1.115 -4.172 -0.742
H18 2.271 -3.999 2.073
H19 2.468 -2.919 0.693
H20 3.245 -4.491 0.667
H21 0.025 -7.436 1.461
H22 -0.266 -5.813 2.009
H23 2.547 -7.117 2.166
H24 1.346 -7.254 3.416
H25 1.997 -5.663 3.029
Cl3 0.475 -1.867 -2.084
Ca1 1.053 -7.205 5.026
F1 2.346 -2.297 -1.404
C9 -2.138 2.188 -5.060
Cl4 -3.426 2.499 -6.231
Cl5 -2.428 3.117 -3.574
Cl6 -2.005 0.478 -4.701
H26 -1.202 2.525 -5.486
C10 -2.093 7.559 -7.651
C11 -2.531 8.798 -7.389
C12 -3.209 9.153 -6.084
O5 -3.551 10.314 -5.939
C13 -3.413 8.110 -5.104
C14 -2.982 6.866 -5.367
C15 -2.277 6.519 -6.660
O6 -1.894 5.370 -6.794
O7 -3.128 5.853 -4.530
O8 -2.409 9.815 -8.231
H27 -1.602 7.298 -8.578
H28 -3.913 8.369 -4.182
H29 -2.751 5.065 -4.966
H30 -2.807 10.586 -7.780

Results
Charge: +1
F_max (eV/Å): 3.96
Frontier orbital gap (eV): 1.60
Lowest unoccupied orbital energy (Ha): -0.2720

=====

Record 5
C15H30BF4IrNOP2 | ωB97M-V with the def2-TZVPD basis set

Element x y z (Å)
Ir1 -0.056 -0.022 -0.186
P1 -0.407 -0.554 -2.397
P2 0.501 0.281 2.445
N1 0.191 1.749 -0.350
H1 -1.640 -0.140 0.217
C1 -2.112 -0.660 -3.065
H2 -2.074 -0.832 -4.150
H3 -2.637 0.285 -2.876
H4 -2.662 -1.481 -2.591
C2 0.402 -2.062 -3.045
H5 0.180 -2.180 -4.109
H6 0.065 -2.945 -2.498
H7 1.482 -1.965 -2.899
C3 0.343 0.757 -3.433
H8 0.228 0.507 -4.495
H9 1.410 0.841 -3.200
H10 -0.145 1.718 -3.236
C4 -0.967 0.495 3.565
H11 -0.671 0.616 4.618
H12 -1.593 -0.405 3.511
H13 -1.582 1.349 3.247
C5 1.615 -0.948 3.298
H14 1.739 -0.757 4.382
H15 2.587 -0.951 2.777
H16 1.213 -1.971 3.200
C6 1.445 1.811 2.787
H17 1.663 1.946 3.840
H18 0.902 2.674 2.432
H19 2.379 1.773 2.247
C7 0.504 3.023 -0.648
C8 -0.188 5.311 -1.124
C9 -0.518 4.005 -0.803
C10 1.863 3.410 -0.835
C11 2.176 4.723 -1.152
C12 1.158 5.680 -1.298
H20 -0.976 6.061 -1.241
H21 -1.550 3.678 -0.661
H22 2.629 2.641 -0.724
H23 3.220 5.017 -1.290
H24 1.413 6.717 -1.548
C13 -0.467 -3.463 -0.060
O1 0.353 -2.600 -0.331
C14 -1.911 -3.267 -0.402
H25 -2.559 -3.994 0.077
H26 -1.963 -3.353 -1.482
H27 -2.262 -2.264 -0.106
C15 -0.073 -4.689 0.721
H28 -0.722 -4.979 1.530
H29 0.934 -4.575 1.092
H30 -0.113 -5.508 0.026
F1 -0.544 -1.695 1.921
B1 -0.918 -2.670 2.908
F2 -2.093 -3.265 2.391
F3 0.211 -3.594 2.906
F4 -1.175 -2.234 4.251

Results
Expectation value of S²: 8.793
Charge: 0
F_max (eV/Å): 3.47
Frontier orbital gap (alpha / beta) (eV): 3.35 / 3.55
ΔE to the lowest compared entry with this formula, charge and spin (kcal/mol): 0.00
Spin multiplicity: 6
Lowest unoccupied orbital energy (alpha / beta) (Ha): -0.0396 / -0.1784

=====

Record 6
C15H30BN3O4 | ωB97M-V with the def2-TZVPD basis set

Element x y z (Å)
H1 -4.465 -0.268 -3.155
N1 -4.798 0.571 -2.656
C1 -5.479 0.237 -1.588
N2 -6.071 1.334 -0.774
N3 -5.733 -1.157 -1.182
C2 -4.495 -1.971 -1.060
C3 -3.436 -1.439 0.013
C4 -2.013 -2.143 -0.338
C5 -0.839 -1.649 0.661
C6 0.562 -1.358 -0.073
O1 0.504 -0.872 -1.460
C7 1.541 0.097 -1.746
O2 1.748 0.672 -2.830
C8 2.382 0.209 -0.389
B1 3.595 -0.867 -0.514
O3 3.926 -1.894 0.445
C9 4.566 -0.758 -1.836
C10 6.141 -0.738 -1.430
C11 1.186 -0.077 0.667
O4 1.912 -0.242 1.903
C12 1.619 0.806 2.858
C13 2.090 2.271 2.422
C14 1.023 3.120 1.577
C15 -0.490 3.026 2.093
H2 -6.899 1.654 -1.316
H3 -5.410 2.122 -0.808
H4 -6.422 -1.611 -1.792
H5 -3.954 -2.062 -2.080
H6 -4.802 -3.030 -0.777
H7 -3.354 -0.300 0.044
H8 -3.737 -1.862 1.042
H9 -1.777 -1.979 -1.441
H10 -2.085 -3.288 -0.201
H11 -0.636 -2.455 1.460
H12 -1.261 -0.727 1.213
H13 1.117 -2.352 0.025
H14 2.860 1.244 -0.372
H15 4.676 -1.545 0.984
H16 4.356 0.167 -2.465
H17 4.410 -1.739 -2.422
H18 6.474 0.279 -1.032
H19 6.797 -0.962 -2.349
H20 6.384 -1.547 -0.646
H21 0.295 0.652 0.652
H22 2.216 0.543 3.811
H23 0.520 0.715 3.146
H24 3.003 2.119 1.728
H25 2.500 2.892 3.303
H26 1.332 4.227 1.683
H27 1.062 2.916 0.442
H28 -1.166 3.587 1.345
H29 -0.594 3.494 3.139
H30 -0.878 1.939 2.074

Results
Structure (SMILES): [H]/N=C(/N)NCCCC[C@H]1OC(=O)[C@H](B(O)CC)[C@@H]1OCCCC
Charge: 0
F_max (eV/Å): 4.82
Frontier orbital gap (eV): 9.66
Lowest unoccupied orbital energy (Ha): 0.0176

=====

Record 7
C15H30ClNOP2Pb | ωB97M-V with the def2-TZVPD basis set

Element x y z (Å)
Pb1 0.327 -0.686 0.204
P1 3.360 -0.216 0.140
P2 -2.820 0.357 0.382
N1 -1.315 0.203 -1.252
H1 0.674 -1.891 2.065
C1 4.302 -1.479 -0.801
H2 5.381 -1.334 -0.679
H3 4.042 -1.433 -1.862
H4 4.035 -2.474 -0.428
C2 4.502 0.050 1.547
H5 5.543 0.095 1.212
H6 4.400 -0.771 2.265
H7 4.246 0.977 2.060
C3 3.655 1.276 -0.860
H8 4.716 1.450 -1.036
H9 3.235 2.141 -0.343
H10 3.146 1.193 -1.821
C4 -3.945 -0.824 -0.446
H11 -4.998 -0.627 -0.205
H12 -3.662 -1.837 -0.144
H13 -3.765 -0.692 -1.517
C5 -3.605 0.369 2.093
H14 -4.706 0.327 2.040
H15 -3.304 1.290 2.612
H16 -3.236 -0.490 2.669
C6 -3.490 1.936 -0.239
H17 -4.585 1.960 -0.183
H18 -3.148 1.996 -1.276
H19 -3.038 2.743 0.353
C7 -0.716 1.097 -2.080
C8 -0.065 1.893 -4.318
C9 -0.369 0.836 -3.473
C10 -0.355 2.400 -1.565
C11 -0.074 3.454 -2.425
C12 0.066 3.206 -3.809
H20 0.086 1.700 -5.384
H21 -0.405 -0.205 -3.809
H22 -0.353 2.548 -0.466
H23 0.057 4.463 -2.025
H24 0.324 4.030 -4.490
C13 -0.318 -2.492 2.145
O1 -1.237 -1.982 1.246
C14 0.086 -3.909 1.673
H25 0.491 -4.539 2.475
H26 0.854 -3.829 0.886
H27 -0.771 -4.431 1.228
C15 -0.750 -2.251 3.581
H28 -1.616 -2.871 3.839
H29 -1.030 -1.188 3.700
H30 0.052 -2.482 4.314
Cl1 0.097 0.944 2.206

Results
Charge: 0
F_max (eV/Å): 2.80
Frontier orbital gap (alpha / beta) (eV): 5.33 / 5.46
Lowest unoccupied orbital energy (alpha / beta) (Ha): -0.0674 / -0.0630

=====

Record 8
C15H30FN5O2P | ωB97M-V with the def2-TZVPD basis set

Element x y z (Å)
N1 -2.040 1.218 1.814
P1 -2.297 -0.272 1.418
C1 -1.243 -0.698 -0.012
C2 -1.026 -1.991 -0.437
N2 -0.221 -2.238 -1.477
C3 0.413 -1.258 -2.147
C4 1.296 -1.726 -3.267
C5 2.664 -2.131 -2.691
F1 3.677 -1.744 -3.519
C6 0.245 0.073 -1.766
C7 0.903 1.254 -2.437
C8 2.423 1.217 -2.610
N3 2.870 2.593 -2.873
C9 -0.602 0.334 -0.687
H1 -1.708 1.314 2.765
H2 -1.960 -1.180 2.438
H3 -3.603 -0.554 0.984
H4 -1.478 -2.842 0.045
H5 -0.069 -3.210 -1.719
H6 0.808 -2.572 -3.741
H7 1.386 -0.916 -3.978
H8 2.823 -1.665 -1.721
H9 2.680 -3.206 -2.531
H10 0.694 2.129 -1.833
H11 0.444 1.436 -3.406
H12 2.923 0.798 -1.735
H13 2.724 0.635 -3.471
H14 3.203 3.036 -2.030
H15 3.613 2.590 -3.554
H16 -0.736 1.354 -0.362
C10 -3.314 6.648 2.323
C11 -3.232 5.184 2.690
O1 -3.177 4.809 3.849
N4 -3.221 4.280 1.673
C12 -3.274 4.530 0.249
H17 -3.312 7.231 3.238
H18 -2.457 6.943 1.716
H19 -4.232 6.859 1.774
H20 -3.158 3.321 1.985
H21 -4.149 4.042 -0.186
H22 -2.380 4.126 -0.234
H23 -3.331 5.593 0.042
C13 2.292 -3.272 1.674
C14 1.426 -4.361 1.089
O2 0.997 -4.299 -0.067
N5 1.134 -5.416 1.867
C15 1.548 -5.669 3.239
H24 2.437 -2.500 0.924
H25 1.817 -2.829 2.549
H26 3.267 -3.667 1.959
H27 0.558 -6.109 1.412
H28 2.119 -6.595 3.287
H29 0.671 -5.768 3.877
H30 2.164 -4.859 3.613

Results
Charge: +1
F_max (eV/Å): 1.52
Frontier orbital gap (eV): 6.84
Lowest unoccupied orbital energy (Ha): -0.1469

=====

Record 9
C15H30N2O4P2Pb | ωB97M-V with the def2-TZVPD basis set

Element x y z (Å)
Pb1 0.223 -0.154 0.032
P1 2.558 -0.439 -1.036
P2 -2.177 0.559 1.398
N1 -0.909 -0.010 -1.771
H1 -0.085 -1.761 0.679
C1 3.020 -2.180 -1.090
H2 3.992 -2.132 -1.594
H3 2.276 -2.733 -1.685
H4 3.098 -2.585 -0.069
C2 3.757 0.544 -0.147
H5 4.683 0.289 -0.665
H6 3.777 0.282 0.918
H7 3.496 1.604 -0.269
C3 2.380 0.183 -2.709
H8 3.392 0.055 -3.105
H9 2.081 1.242 -2.693
H10 1.639 -0.404 -3.269
C4 -3.087 -0.913 1.912
H11 -4.048 -0.576 2.328
H12 -2.443 -1.390 2.670
H13 -3.284 -1.587 1.065
C5 -2.170 1.807 2.673
H14 -3.158 1.934 3.072
H15 -1.664 2.671 2.211
H16 -1.485 1.418 3.446
C6 -3.341 1.377 0.025
H17 -4.299 1.592 0.565
H18 -3.519 0.673 -0.824
H19 -2.862 2.317 -0.338
C7 -1.305 0.225 -3.022
C8 -2.215 -0.746 -5.019
C9 -1.699 -0.946 -3.762
C10 -1.385 1.576 -3.515
C11 -1.910 1.742 -4.777
C12 -2.307 0.587 -5.493
H20 -2.525 -1.634 -5.583
H21 -1.556 -1.900 -3.217
H22 -1.029 2.363 -2.824
H23 -1.992 2.764 -5.166
H24 -2.713 0.728 -6.480
C13 1.857 -0.237 2.895
O1 1.795 0.588 1.881
C14 2.209 -1.631 2.634
H25 2.285 -2.260 3.521
H26 3.148 -1.630 2.058
H27 1.424 -2.055 2.000
C15 2.012 0.384 4.229
H28 1.557 -0.174 5.075
H29 1.575 1.414 4.202
H30 3.085 0.469 4.495
O2 -0.636 -1.730 3.870
N2 -0.135 -0.620 3.804
O3 -0.670 0.303 4.518
O4 -0.709 0.737 1.945

Results
Charge: 0
F_max (eV/Å): 8.65
Frontier orbital gap (alpha / beta) (eV): 5.31 / 5.30
ΔE to the lowest compared entry with this formula, charge and spin (kcal/mol): 0.00
Lowest unoccupied orbital energy (alpha / beta) (Ha): -0.0412 / -0.0414